Formula: C34H26IrN4O6S2Si
Source: the Open Molecules 2025 dataset
Level of theory: ωB97M-V/def2-TZVPD

Each line ends with the Mulliken spin population.
Geometry (Å):
Ir 0.651068 1.036978 1.642353  2.491
O -2.710562 0.213006 3.960236  0.081
C -1.616296 0.369996 3.446022  0.015
O -1.306206 0.641160 2.139341  0.250
C -0.307702 0.043249 4.181423  0.100
C -0.185056 -0.594041 5.417885  -0.030
C 1.034982 -0.934250 5.920938  0.081
C 2.198299 -0.498609 5.274404  -0.034
C 2.029312 0.021245 3.983994  0.107
N 0.794173 0.354447 3.465921  0.030
C 3.162025 0.356528 3.079187  -0.041
O 4.333175 0.021832 3.292811  0.042
O 2.779892 1.053262 2.000054  0.172
H -1.032107 -0.937020 5.958147  0.001
H 1.104836 -1.444926 6.880312  0.006
H 3.139709 -0.787771 5.694615  -0.001
N -2.458734 4.698384 -6.396444  0.000
C -2.635858 4.346540 -5.120643  0.000
C -2.926254 5.382675 -4.133385  0.000
C -2.943518 5.041054 -2.799905  0.000
C -2.605296 3.760169 -2.395602  0.000
C -2.439466 2.740594 -3.314214  0.001
C -2.447601 2.985010 -4.654426  0.001
S -2.336283 3.637524 -0.723928  0.000
O -3.538774 3.149237 -0.122672  0.001
O -1.704324 4.917060 -0.332543  0.003
N -1.255694 2.435145 -0.455665  0.065
C -0.029566 2.615319 -0.776312  -0.004
S 0.740111 3.481264 -2.146384  0.004
C 2.268847 3.234575 -1.475335  0.014
C 2.205776 2.356780 -0.398870  -0.020
N 0.967542 2.116221 0.036682  0.119
H -2.547440 5.680379 -6.663687  0.000
H -2.322336 4.002975 -7.109682  0.000
H -3.111594 6.403146 -4.370577  0.000
H -3.289677 5.726214 -2.029447  0.000
H -2.185945 1.739684 -2.982924  -0.002
H -2.398617 2.147959 -5.373482  0.000
H 3.093794 3.835711 -1.783486  0.001
H 2.975953 1.668158 -0.122805  -0.006
C -2.647383 -3.603230 2.971578  0.002
C -1.301986 -3.950009 3.062520  0.001
C -0.304820 -3.216119 2.454479  0.023
C -0.668791 -2.196926 1.608930  0.013
C -2.019709 -1.849523 1.440041  -0.009
C -3.006875 -2.525192 2.206238  0.001
Si 0.669469 -1.187605 0.446852  0.367
C 0.157837 -1.365393 -1.371809  0.027
C -1.107730 -1.572057 -2.003381  0.026
C -1.197827 -1.544102 -3.386967  -0.013
C -0.091845 -1.342462 -4.240930  0.023
C 1.143496 -1.206713 -3.641981  -0.005
C 1.269548 -1.168742 -2.209054  0.048
C 2.098041 -2.308549 0.645806  0.033
C 1.829855 -3.669301 0.283989  0.002
C 2.855537 -4.536449 0.126239  0.008
C 4.147045 -4.203713 0.547933  -0.003
C 4.407224 -2.945027 1.115401  0.004
C 3.405800 -1.970675 0.959069  -0.011
H -3.493011 -4.226269 3.397480  0.000
H -0.994751 -4.772005 3.760718  0.001
H 0.736266 -3.481898 2.588148  0.002
H -2.337590 -1.040542 0.759080  0.005
H -4.038683 -2.270689 2.056676  0.000
H -2.023124 -1.702755 -1.437232  0.001
H -2.158862 -1.656977 -3.969261  0.000
H -0.154842 -1.296852 -5.382698  0.001
H 2.079017 -1.240925 -4.246760  0.000
H 2.265684 -0.928197 -1.824330  0.005
H 0.817118 -4.059498 0.185153  -0.002
H 2.587727 -5.516794 -0.349435  0.000
H 4.920209 -4.942147 0.272890  0.000
H 5.401272 -2.596582 1.335798  0.000
H 3.612066 -0.922980 1.146938  0.002

Forces on atoms 1 to 3 (eV/Å):
Ir -1.552 -0.245 -2.589
O 1.084 0.574 -0.693
C 0.660 -0.865 -1.184

## Properties
**Energy relative to the best compared isomer or geometry (same formula, charge and spin)**: 0.0 kcal per mole
**2S+1**: 5
**Net charge**: -1
**Gap between HOMO and LUMO (alpha / beta)**: 5.462 / 6.055 eV
**LUMO (alpha / beta)**: 0.0818 / 0.0389 Eh